1.
This record from the OMol25 dataset describes a structure of composition C14H26N4O11P2SSb2W. The level of theory is ωB97M-V with the def2-TZVPD basis set.

Cartesian coordinates (Å):
W (-2.51217, 1.45226, -0.06694)
O (-3.16687, -1.96861, 0.82625)
S (-3.86094, -0.94271, 0.10199)
O (-5.09855, -1.27187, -0.50997)
O (-3.94762, 0.35460, 0.93383)
O (-2.85951, -0.30709, -0.93847)
O (-1.27862, 5.34124, -0.09652)
P (-0.49883, 4.00543, 0.26811)
O (0.61270, 4.23293, 1.18687)
O (-1.62938, 3.01798, 0.72312)
O (-0.00323, 3.42408, -1.14462)
P (-0.36747, 1.92143, -1.78788)
O (-4.02291, 2.61268, -0.16718)
O (-0.46424, 1.01286, -0.48939)
O (-2.00476, 2.06121, -1.84764)
H (-2.20770, 5.17977, -0.29895)
H (-4.12297, 3.01492, -1.03962)
C (0.33054, -5.38973, 0.67523)
Sb (-0.11970, -3.40227, 1.38010)
C (-0.35751, -2.59679, -0.57399)
C (2.09446, -2.95529, 1.51694)
C (2.32121, -1.53691, 1.47372)
C (2.41883, -0.88442, 0.24105)
C (2.48520, 0.48318, 0.16984)
C (2.47584, 1.32509, 1.32015)
C (2.45823, 0.74291, 2.53381)
C (2.41616, -0.70358, 2.67757)
C (2.51672, -1.23461, 3.90822)
Sb (-1.15888, 0.16543, 2.13823)
C (-2.70879, -0.24088, 3.56615)
C (-0.57069, 1.90294, 3.26620)
H (0.98265, -5.34913, -0.19683)
H (-0.60026, -5.88306, 0.39446)
H (0.80493, -5.97607, 1.46170)
H (0.43566, -2.93950, -1.23851)
H (-0.37785, -1.50919, -0.54898)
H (-1.32104, -2.95137, -0.93909)
H (2.46032, -3.45300, 0.62179)
H (2.39899, -3.46723, 2.42409)
H (2.40020, -1.44613, -0.68146)
H (2.53880, 0.92266, -0.81923)
H (2.45592, 2.40223, 1.21244)
H (2.46967, 1.33674, 3.43854)
H (2.59349, -0.59002, 4.77489)
H (2.52975, -2.30006, 4.08754)
H (-2.22993, -0.35102, 4.54128)
H (-3.23047, -1.15741, 3.30540)
H (-3.41522, 0.58606, 3.60842)
H (-0.11329, 1.53850, 4.19011)
H (-1.45562, 2.48278, 3.52691)
H (0.12597, 2.54039, 2.73194)
N (1.25940, 0.74354, -7.23842)
C (1.35374, 0.61647, -5.88978)
N (0.88419, 1.62941, -5.14137)
N (1.91386, -0.46889, -5.41778)
C (2.11013, -0.51916, -4.11180)
N (2.27061, -0.57779, -2.96660)
H (0.53220, 1.31795, -7.62558)
H (1.51688, -0.07602, -7.76141)
H (0.64114, 2.50871, -5.55953)
H (0.89667, 1.57350, -4.12936)

## Properties
HOMO: -7.7 eV
Orbital gap: 5.07 eV
Lowest unoccupied orbital energy: -2.611 eV
E: -87741.93059 eV
Strongest force on any atom: 0.42 eV Å⁻¹
Relative energy (zero: lowest compared OMol25 entry of this formula, charge and spin): 82.0 kcal per mole

Löwdin atomic charge list, values in e, 4 entries: atom 1 (W): 1.68, atom 2 (O): -0.36, atom 3 (S): 0.35, atom 4 (O): -0.23

=====

2.
This record from the OMol25 dataset describes a structure of composition C14H26N6O6Sc. The level of theory is ωB97M-V with the def2-TZVPD basis set.

Cartesian coordinates (Å):
O (-0.96698, -3.05488, -2.23330)
H (-1.41266, -3.77366, -2.71906)
Sc (-0.53851, -0.24824, -0.06821)
N (-1.10482, 0.15225, -2.24624)
N (1.28045, -0.23719, -1.60622)
N (-1.19682, -1.08739, 1.93128)
N (1.17893, -0.51126, 1.50937)
O (-2.35837, 0.34672, -2.42091)
O (-2.45858, -1.64729, 2.02105)
O (2.50970, -0.26220, 1.26402)
O (2.55638, -0.16098, -1.25871)
C (1.06892, -0.10935, -2.95511)
C (-0.28416, 0.08499, -3.31961)
C (-0.49641, -1.01136, 3.06162)
C (0.87522, -0.66285, 2.81531)
C (-0.78717, 0.13710, -4.71113)
H (-1.12420, -0.85825, -5.02653)
H (0.00353, 0.45526, -5.39273)
H (-1.62973, 0.82367, -4.80107)
C (2.22440, -0.10981, -3.89054)
H (2.79686, -1.04228, -3.76492)
H (2.88913, 0.74562, -3.67565)
H (1.89525, -0.03857, -4.93496)
C (-1.08317, -1.22561, 4.40895)
C (1.82275, -0.48490, 3.94275)
H (-2.06455, -1.68935, 4.32205)
H (-1.21059, -0.28534, 4.95713)
H (-0.45403, -1.86743, 5.03518)
H (2.81956, -0.24332, 3.55745)
H (1.84186, -1.41644, 4.52525)
H (1.45701, 0.31776, 4.60434)
H (-2.64381, -1.67087, 1.01381)
H (2.59203, -0.25082, 0.23980)
C (0.64236, -3.33782, -0.70455)
H (0.67091, -3.51545, -1.75331)
H (-0.18293, -3.58196, -0.05966)
H (1.48023, -2.88749, -0.16549)
O (-2.08645, -1.42814, -0.46843)
H (-1.60340, -2.58461, -1.61763)
H (-2.63926, -0.98796, -1.16321)
N (1.59405, 2.51893, -0.23699)
C (0.42692, 2.75590, 0.37791)
C (0.13772, 4.01592, 0.92482)
C (-1.03905, 4.19222, 1.63631)
C (-1.93021, 3.10449, 1.78092)
C (-1.62148, 1.89058, 1.17366)
N (-0.47040, 1.75057, 0.46311)
H (1.91231, 1.57821, -0.52914)
H (2.24166, 3.27701, -0.27454)
H (0.88263, 4.78114, 0.76234)
H (-1.26448, 5.14904, 2.08245)
H (-2.85568, 3.17922, 2.34006)
H (-2.29290, 1.01651, 1.24692)

## Properties
Charge: +1
HOMO (spin up / spin down): -11.8 / -10.6 eV
Orbital gap (spin up / spin down): 7.90 / 5.80 eV
Lowest unoccupied orbital energy (spin up / spin down): -3.947 / -4.823 eV
E: -56855.45893 eV
Strongest force on any atom: 3.86 eV Å⁻¹
Relative energy (zero: lowest compared OMol25 entry of this formula, charge and spin): 7.4 kcal per mole

Löwdin atomic charge list, values in e, 4 entries: atom 1 (O): -0.16, atom 2 (H): 0.08, atom 3 (Sc): 1.04, atom 4 (N): -0.13

=====

3.
This record from the OMol25 dataset describes a structure of composition C14H27Br2ClNbO. The level of theory is ωB97M-V with the def2-TZVPD basis set.

Cartesian coordinates (Å):
C (3.27728, 3.58940, 1.75654)
C (2.39849, 2.81260, 1.40644)
Nb (0.86308, 1.26538, 0.77887)
C (-0.18343, 2.85530, -0.48167)
C (-1.72589, 2.75571, -0.59098)
C (-2.24015, 1.56242, -1.42962)
C (-3.17992, 0.62491, -0.64379)
C (-3.00948, -0.83063, -1.02002)
O (-3.41366, -1.62857, 0.06859)
C (-3.12078, -2.99439, -0.10268)
C (2.11472, 0.74349, -1.08999)
Cl (3.45943, 1.92293, -1.44840)
C (2.66744, -0.67287, -1.18492)
C (1.77359, -1.59310, -2.00153)
C (1.91499, -0.18681, 2.22578)
Br (2.04538, 0.75757, 3.98724)
C (1.18823, -1.49408, 2.56049)
C (1.24253, -2.49890, 1.43857)
Br (-0.64647, -1.24584, 3.17239)
H (4.19223, 3.97096, 2.09128)
H (-0.32450, -0.01777, 0.25006)
H (-0.28107, 1.72745, 2.12388)
H (0.01691, 3.81820, -0.01880)
H (0.25212, 2.90383, -1.47583)
H (-2.06581, 3.67150, -1.07014)
H (-2.13703, 2.73458, 0.41068)
H (-1.38830, 0.99899, -1.78130)
H (-2.81011, 1.95916, -2.26297)
H (-3.02253, 0.71661, 0.42226)
H (-4.19129, 0.92499, -0.88498)
H (-3.62573, -1.02831, -1.90474)
H (-1.97689, -1.03599, -1.29198)
H (-2.46864, -3.31208, 0.70443)
H (-4.03401, -3.58271, -0.06020)
H (-2.60597, -3.19583, -1.03832)
H (1.45899, 0.87222, -1.94208)
H (3.60840, -0.62434, -1.72486)
H (2.90030, -1.14635, -0.23702)
H (0.78984, -1.68555, -1.55726)
H (1.67205, -1.18462, -3.00211)
H (2.25281, -2.55791, -2.10683)
H (2.94120, -0.41197, 1.97767)
H (1.70188, -1.92500, 3.40997)
H (0.87772, -3.44502, 1.82511)
H (2.25809, -2.67611, 1.11412)
H (0.58399, -2.21348, 0.62864)

## Properties
Charge: -1
HOMO: -4.9 eV
Orbital gap: 6.81 eV
Lowest unoccupied orbital energy: 1.889 eV
E: -171154.51645 eV
Strongest force on any atom: 2.48 eV Å⁻¹

Löwdin atomic charge list, values in e, 4 entries: atom 1 (C): -0.09, atom 2 (C): -0.37, atom 3 (Nb): 1.55, atom 4 (C): -0.38

=====

4.
This record from the OMol25 dataset describes a structure of composition C14H27HoN8O4. The level of theory is ωB97M-V with the def2-TZVPD basis set.

Cartesian coordinates (Å):
Ho (0.08866, -0.84585, 0.31197)
N (2.63787, -0.91494, -0.44788)
C (2.42333, 0.19773, -1.41884)
C (3.65935, 1.06976, -1.67833)
C (3.45535, 2.53726, -2.08169)
C (2.66628, 2.77008, -3.38392)
N (1.20448, 2.83005, -3.23271)
C (0.53666, 3.82092, -2.65167)
N (1.12389, 4.99619, -2.42844)
N (-0.73364, 3.63000, -2.29360)
C (1.20179, 0.84337, -0.76561)
O (1.25013, 1.09353, 0.46247)
O (0.07966, 0.71571, -1.35565)
H (3.21535, -0.56151, 0.29945)
H (3.12646, -1.68772, -0.87505)
H (2.07096, -0.25397, -2.33667)
H (4.25396, 0.58362, -2.45639)
H (4.26571, 1.05571, -0.77035)
H (4.44775, 2.96241, -2.23057)
H (2.99747, 3.09102, -1.25617)
H (2.85414, 1.96335, -4.08986)
H (3.00794, 3.67744, -3.88332)
H (0.69182, 1.97423, -3.36341)
H (2.03478, 5.19332, -2.80398)
H (0.60495, 5.77140, -2.05235)
H (-1.13152, 2.70571, -2.31911)
H (-1.29531, 4.37838, -1.92621)
C (-4.55324, -2.58267, -0.50712)
C (-3.15670, -2.13666, -0.21253)
N (-2.78136, -1.03121, 0.30918)
O (-3.70511, -0.07085, 0.60165)
C (-1.97595, -3.02843, -0.47600)
C (-1.95593, -4.50215, -0.31716)
N (-0.96275, -2.31194, -0.72412)
O (0.32627, -2.68573, -0.53586)
H (-5.29209, -1.78231, -0.48551)
H (-4.86379, -3.33425, 0.22151)
H (-4.59440, -3.04316, -1.49407)
H (-4.57552, -0.35456, 0.29879)
H (-2.95511, -4.91795, -0.21572)
H (-1.36755, -4.76240, 0.56624)
H (-1.45918, -4.95997, -1.17040)
C (-1.70401, -1.01711, 5.85410)
N (-0.78503, -1.00540, 4.70425)
C (0.59231, -1.03634, 4.76059)
C (1.02330, -1.01296, 3.47758)
N (-0.07319, -0.97024, 2.63025)
C (-1.14118, -0.96653, 3.41585)
H (-1.11962, -1.03249, 6.76752)
H (-2.33360, -1.90174, 5.82564)
H (-2.32536, -0.12647, 5.84913)
H (1.13299, -1.07339, 5.69417)
H (2.03421, -1.02255, 3.11140)
H (-2.16667, -0.92773, 3.07855)

## Properties
Charge: +2
HOMO (spin up / spin down): -14.4 / -14.5 eV
Spin multiplicity: 5
<S²>: 6.00
Orbital gap (spin up / spin down): 9.47 / 9.51 eV
Lowest unoccupied orbital energy (spin up / spin down): -4.957 / -4.936 eV
E: -60853.26449 eV
Strongest force on any atom: 2.80 eV Å⁻¹
Relative energy (zero: lowest compared OMol25 entry of this formula, charge and spin): 0.0 kcal per mole

Löwdin atomic charge list, values in e, 4 entries: atom 1 (Ho): 1.64, atom 2 (N): 0.05, atom 3 (C): -0.28, atom 4 (C): -0.13

=====

5.
This record from the OMol25 dataset describes the molecule C14H27IO10P2. The level of theory is ωB97M-V with the def2-TZVPD basis set.

Cartesian coordinates (Å):
C (-4.80630, -1.22251, 0.26674)
C (-4.32595, 0.19793, 0.58568)
C (-2.87611, 0.18076, 1.02094)
O (-2.10731, -0.26531, -0.06953)
C (-0.71691, -0.23176, 0.14472)
C (0.09319, 0.54756, -0.90442)
C (-0.71832, 1.22837, -1.99972)
I (-2.07849, 2.78277, -1.31769)
C (-1.55804, 0.29072, -2.91086)
C (-1.32692, -1.21297, -2.87412)
O (0.97144, -0.39260, -1.57843)
C (1.91286, 0.38012, -2.21217)
O (2.53977, 0.07760, -3.22249)
O (2.05266, 1.53801, -1.50894)
C (1.27899, 1.38217, -0.30559)
C (2.27522, 0.60554, 0.61840)
O (1.72872, -0.17864, 1.66221)
C (1.73799, -1.54335, 1.47347)
O (2.76923, -2.09805, 2.25930)
C (2.97968, -3.45048, 1.91768)
C (3.63772, -4.16998, 3.05157)
O (2.82558, -4.24970, 4.19654)
P (1.00559, 3.01254, 0.59238)
P (1.07255, 4.57695, -0.94613)
O (1.07897, 4.07039, -2.31064)
O (2.36123, 5.46527, -0.62829)
O (-0.17134, 5.55848, -0.65392)
H (-5.88536, -1.27502, 0.21131)
H (-4.42848, -1.91207, 1.01411)
H (-4.39764, -1.54165, -0.68222)
H (-4.94118, 0.66237, 1.34376)
H (-4.35184, 0.75942, -0.33979)
H (-2.76707, -0.49017, 1.87267)
H (-2.58761, 1.18469, 1.33277)
H (-0.35124, -1.24891, 0.13390)
H (-0.51810, 0.18994, 1.12358)
H (-0.06321, 1.81876, -2.62149)
H (-1.40073, 0.61446, -3.93344)
H (-2.60706, 0.46594, -2.72685)
H (-1.96905, -1.67322, -3.61573)
H (-1.55021, -1.67766, -1.92407)
H (-0.31274, -1.46945, -3.14529)
H (2.97756, 0.01157, 0.04548)
H (2.87118, 1.36465, 1.10625)
H (0.78264, -1.95380, 1.80270)
H (1.88523, -1.82734, 0.43061)
H (2.02596, -3.94595, 1.72230)
H (3.57558, -3.55187, 1.01056)
H (4.61054, -3.74711, 3.28938)
H (3.82120, -5.18585, 2.71355)
H (2.26395, -3.47633, 4.23244)
H (-0.34667, 3.00037, 0.96062)
H (2.18726, 6.11492, 0.05440)
H (-0.15860, 5.90946, 0.24181)

## Properties
HOMO: -9.0 eV
SMILES: CCCOC[C@]1([C@H](I)CC)OC(=O)O[C@@]1(COCOCCO)PP(=O)(O)O
Orbital gap: 8.80 eV
Lowest unoccupied orbital energy: -0.245 eV
E: -62108.74326 eV
Strongest force on any atom: 3.58 eV Å⁻¹

Löwdin atomic charge list, values in e, 4 entries: atom 1 (C): -0.09, atom 2 (C): -0.23, atom 3 (C): -0.28, atom 4 (O): -0.18

=====

6.
This record from the OMol25 dataset describes a cluster of 2 separate species, C14H27N3O10 in total. The level of theory is ωB97M-V with the def2-TZVPD basis set.

Cartesian coordinates (Å):
O (1.23316, 4.10177, 2.09456)
C (0.07766, 4.47647, 1.95178)
O (-0.89560, 4.18481, 2.84782)
C (-0.30558, 5.34079, 0.72090)
O (-1.71202, 5.27527, 0.40918)
C (0.42300, 4.96512, -0.59277)
O (1.80232, 5.38615, -0.56082)
C (0.34003, 3.44713, -0.88573)
O (-1.00749, 2.95594, -0.79963)
C (0.99562, 3.02234, -2.21765)
O (2.40906, 3.17290, -2.04227)
C (0.56739, 3.82135, -3.45866)
O (-0.84106, 3.71770, -3.69807)
H (-0.46985, 3.65240, 3.53402)
H (-0.06711, 6.37348, 0.98435)
H (-1.89114, 4.38954, 0.01160)
H (-0.08528, 5.49993, -1.40275)
H (1.87385, 6.33572, -0.35359)
H (0.91413, 2.94161, -0.11002)
H (-0.96833, 1.96961, -0.81445)
H (0.76680, 1.96681, -2.40134)
H (2.56726, 4.01672, -1.56278)
H (0.84864, 4.87205, -3.34589)
H (1.10705, 3.43002, -4.32727)
H (-1.09510, 4.19439, -4.50621)
C (-2.22209, -6.06947, -1.60385)
N (-1.30919, -5.25068, -0.80776)
C (-1.69827, -4.42987, 0.17773)
O (-2.87553, -4.30659, 0.49656)
C (-0.61357, -3.67331, 0.96960)
C (-0.43754, -2.24953, 0.41151)
C (0.57105, -1.41468, 1.22302)
C (0.67755, 0.03405, 0.75636)
N (1.48184, 0.83065, 1.42944)
O (0.04507, 0.47071, -0.19319)
N (0.68853, -4.36085, 0.96928)
C (1.01508, -5.45994, 1.64738)
C (0.00670, -6.10938, 2.57509)
O (2.12732, -5.94363, 1.52036)
H (-1.70418, -6.47931, -2.47181)
H (-2.60691, -6.88940, -0.99468)
H (-3.06507, -5.46324, -1.94350)
H (-0.32097, -5.32017, -0.99526)
H (-0.97384, -3.58467, 1.99507)
H (-1.40666, -1.74744, 0.43579)
H (-0.10386, -2.30441, -0.62604)
H (0.26928, -1.41619, 2.27073)
H (1.56293, -1.86110, 1.15360)
H (1.54416, 1.79312, 1.13788)
H (2.02271, 0.48485, 2.19910)
H (1.42400, -3.97904, 0.39522)
H (-0.85621, -6.44654, 2.00381)
H (0.47456, -6.96692, 3.05730)
H (-0.30432, -5.39702, 3.33697)

## Properties
HOMO: -9.7 eV
SMILES: O=C(O)[C@H](O)[C@@H](O)[C@@H](O)[C@H](O)CO.CNC(=O)[C@H](CCC(N)=O)NC(C)=O
Orbital gap: 10.02 eV
Lowest unoccupied orbital energy: 0.353 eV
E: -39902.58527 eV
Strongest force on any atom: 2.25 eV Å⁻¹

Löwdin atomic charge list, values in e, 4 entries: atom 1 (O): 0.09, atom 2 (C): -0.42, atom 3 (O): 0.13, atom 4 (C): -0.20